1.
Formula: C38H48ClN5OSTi
Source: the OMol25 dataset
Level of theory: ωB97M-V/def2-TZVPD

Geometry (Å):
Ti 1.720 0.181 0.335
C 2.268 1.708 2.947
C 0.829 2.169 2.714
N 0.192 1.454 1.564
C -0.608 2.326 0.667
C 0.071 2.465 -0.705
N 1.523 2.221 -0.554
C 2.249 3.306 0.154
C 3.396 2.719 0.962
N 2.973 1.478 1.659
H 2.282 0.767 3.489
H 2.807 2.442 3.551
H 0.794 3.237 2.517
H 0.250 2.009 3.625
H -0.427 0.751 1.955
H -0.758 3.296 1.138
H -1.600 1.891 0.535
H -0.125 3.450 -1.134
H -0.307 1.720 -1.406
H 1.928 2.147 -1.485
H 1.542 3.842 0.783
H 2.636 4.033 -0.561
H 3.788 3.455 1.668
H 4.208 2.442 0.288
H 3.818 0.957 1.881
C -5.298 -0.060 -0.350
C -5.732 -0.430 1.067
C -6.391 0.795 1.715
C -6.748 -1.578 0.980
C -4.554 -0.875 1.929
C -4.788 -1.269 3.265
C -3.791 -1.691 4.113
C -2.488 -1.727 3.616
S -0.992 -2.179 4.390
C -0.108 -1.856 2.962
N -0.893 -1.439 1.988
C -2.245 -1.343 2.308
C -3.257 -0.913 1.450
C 1.342 -2.013 2.829
C 1.942 -2.962 3.666
C 3.301 -3.221 3.593
C 4.065 -2.524 2.674
C 3.464 -1.559 1.871
C 2.103 -1.250 1.910
H -6.171 0.249 -0.925
H -4.846 -0.906 -0.873
H -4.595 0.777 -0.359
H -7.237 1.121 1.110
H -5.688 1.627 1.792
H -6.767 0.576 2.715
H -7.595 -1.273 0.364
H -7.138 -1.855 1.959
H -6.301 -2.465 0.529
H -5.800 -1.242 3.644
H -4.013 -1.988 5.129
H -3.018 -0.632 0.435
H 1.344 -3.538 4.362
H 3.748 -3.965 4.236
H 5.124 -2.726 2.584
H 4.121 -1.041 1.176
O 0.253 -0.801 -0.129
C 0.174 -2.014 -0.948
C -1.227 -2.133 -1.504
C -1.619 -0.986 -2.435
C -0.881 -1.015 -3.744
C -1.467 -1.585 -4.868
C -0.744 -1.659 -6.048
C 0.553 -1.170 -6.065
C 1.055 -0.622 -4.896
N 0.367 -0.532 -3.757
H -0.476 -1.146 1.153
H 0.414 -2.868 -0.309
H 0.914 -1.958 -1.746
H -1.934 -2.200 -0.673
H -1.296 -3.085 -2.040
H -1.434 -0.029 -1.939
H -2.692 -1.049 -2.626
H -2.479 -1.963 -4.818
H -1.184 -2.093 -6.936
H 1.159 -1.211 -6.957
H 2.070 -0.241 -4.869
Cl 5.877 0.090 -0.371
C 5.144 1.027 -1.645
C 5.941 1.963 -2.284
C 5.407 2.740 -3.304
C 4.085 2.555 -3.680
C 3.311 1.601 -3.036
C 3.812 0.817 -1.989
C 2.912 -0.145 -1.315
H 6.974 2.072 -1.983
H 6.026 3.470 -3.808
H 3.662 3.135 -4.489
H 2.291 1.430 -3.370
H 2.082 -0.403 -1.986
H 3.404 -1.082 -1.023

Values from the calculation:
Relative energy (zero: lowest compared OMol25 entry of this formula, charge and spin), kcal per mole: 0.00
HOMO energy, eV: -13.423
Multiplicity: 1
E_LUMO, eV: -5.856
Energy, eV: -96145.787
Total charge: +2

=====

2.
Formula: C38H48N7P2RhS2
Source: the OMol25 dataset
Level of theory: ωB97M-V/def2-TZVPD

Geometry (Å):
Rh 0.713 0.560 0.536
C 4.361 1.565 3.024
C 3.150 1.000 2.357
N 2.747 1.417 1.199
N 3.451 2.302 0.529
C 2.921 3.346 -0.034
N 3.698 4.206 -0.709
S 1.226 3.671 0.040
C 2.343 -0.021 3.010
C 2.892 -0.965 3.883
C 2.071 -1.911 4.470
C 0.708 -1.861 4.202
C 0.242 -0.906 3.316
N 1.024 -0.011 2.712
H 4.338 2.652 2.959
H 5.261 1.238 2.504
H 4.418 1.274 4.068
H 4.700 4.130 -0.642
H 3.306 5.085 -1.002
H 3.954 -0.979 4.071
H 2.475 -2.663 5.130
H 0.019 -2.544 4.675
H -0.812 -0.856 3.081
C 1.734 2.103 -2.771
P 0.558 1.134 -1.756
C -0.894 2.237 -1.836
N -1.089 2.942 -2.911
C -2.067 3.842 -3.020
C -2.266 4.627 -4.158
C -3.304 5.527 -4.201
C -4.187 5.652 -3.123
C -4.033 4.887 -1.992
C -2.969 3.988 -1.899
N -2.727 3.258 -0.809
C -1.744 2.413 -0.720
P -1.473 1.519 0.861
C -1.285 2.919 2.029
C -3.281 0.977 1.210
C -3.268 0.028 2.405
C -4.153 2.183 1.536
C -3.815 0.247 -0.019
C 0.121 -0.245 -2.972
C 1.439 -1.005 -3.128
C -0.377 0.232 -4.334
C -0.955 -1.108 -2.319
H 1.415 2.056 -3.809
H 2.733 1.683 -2.667
H 1.744 3.141 -2.450
H -1.593 4.504 -4.990
H -3.446 6.139 -5.076
H -5.001 6.354 -3.188
H -4.719 4.964 -1.162
H -1.602 2.602 3.020
H -1.888 3.762 1.693
H -0.239 3.222 2.075
H -2.800 0.488 3.274
H -2.758 -0.901 2.161
H -4.291 -0.221 2.680
H -3.918 2.598 2.513
H -5.196 1.872 1.549
H -4.048 2.958 0.779
H -3.140 -0.547 -0.331
H -3.964 0.933 -0.850
H -4.780 -0.203 0.206
H 2.117 -0.447 -3.766
H 1.275 -1.978 -3.581
H 1.916 -1.147 -2.158
H 0.424 0.611 -4.962
H -1.144 0.999 -4.246
H -0.814 -0.621 -4.849
H -0.691 -1.337 -1.284
H -1.063 -2.046 -2.858
H -1.915 -0.593 -2.341
N 1.294 -1.631 0.448
S 1.253 -2.963 -0.470
C 2.575 -3.899 0.320
C 2.408 -4.526 1.545
C 3.521 -5.084 2.156
C 4.767 -5.006 1.553
C 4.916 -4.373 0.330
C 3.815 -3.813 -0.295
C -0.244 -3.878 0.017
C -0.425 -5.167 -0.460
C -1.647 -5.789 -0.264
C -2.676 -5.115 0.375
C -2.483 -3.825 0.844
C -1.261 -3.199 0.664
H 1.568 -1.907 1.389
H 1.435 -4.582 2.014
H 3.423 -5.581 3.109
H 5.631 -5.432 2.040
H 5.886 -4.311 -0.135
H 3.911 -3.306 -1.243
H 0.373 -5.675 -0.979
H -1.799 -6.791 -0.634
H -3.635 -5.594 0.501
H -3.291 -3.303 1.333
H -1.098 -2.183 1.008

Values from the calculation:
HOMO energy (spin up / spin down), eV: -13.109 / -13.113
Multiplicity: 1
E_LUMO (spin up / spin down), eV: -7.553 / -7.307
Energy, eV: -93858.027
Total charge: +2

=====

3.
Formula: C38H49BIN9PtS3
Source: the OMol25 dataset
Level of theory: ωB97M-V/def2-TZVPD

Geometry (Å):
Pt 0.195 -0.305 0.364
C -3.170 -0.248 -5.026
C -2.799 -0.233 -3.544
C -1.960 -1.467 -3.235
C -4.097 -0.195 -2.737
N -1.980 0.991 -3.262
C -1.542 1.856 -4.247
C -0.784 2.790 -3.650
N -0.746 2.516 -2.305
B 0.136 3.410 -1.408
N -0.486 3.558 0.021
C -1.551 4.404 0.209
C -1.998 4.244 1.469
N -1.197 3.288 2.069
C -0.282 2.874 1.155
S 0.946 1.683 1.404
C -1.419 2.742 3.443
C -0.176 2.981 4.300
C -1.776 1.259 3.352
C -2.592 3.481 4.085
N 1.621 3.012 -1.342
C 2.491 3.914 -0.762
C 3.732 3.415 -0.835
N 3.644 2.184 -1.474
C 2.328 1.941 -1.801
S 1.723 0.574 -2.584
C 4.808 1.310 -1.775
C 4.641 -0.030 -1.056
C 6.085 1.977 -1.265
C 4.944 1.127 -3.288
C -1.469 1.402 -2.072
S -1.816 0.713 -0.515
H -3.784 -1.131 -5.201
H -2.291 -0.327 -5.667
H -3.754 0.628 -5.315
H -2.555 -2.364 -3.425
H -1.613 -1.487 -2.205
H -1.079 -1.492 -3.880
H -4.720 -1.037 -3.040
H -4.644 0.728 -2.939
H -3.907 -0.267 -1.671
H -1.803 1.744 -5.280
H -0.251 3.626 -4.067
H 0.077 4.521 -1.887
H -1.896 5.051 -0.577
H -2.804 4.734 1.978
H 0.686 2.460 3.891
H -0.366 2.613 5.310
H 0.047 4.048 4.358
H -0.973 0.669 2.914
H -2.669 1.126 2.737
H -1.985 0.886 4.357
H -2.400 4.551 4.181
H -2.731 3.077 5.087
H -3.520 3.327 3.534
H 2.143 4.839 -0.337
H 4.658 3.834 -0.494
H 4.833 0.090 0.014
H 5.359 -0.751 -1.452
H 3.639 -0.424 -1.210
H 6.060 2.139 -0.186
H 6.279 2.925 -1.767
H 6.919 1.308 -1.479
H 4.107 0.565 -3.693
H 5.874 0.595 -3.499
H 4.983 2.100 -3.780
C 1.690 -1.372 1.281
H 2.685 -1.132 0.901
H 1.537 -2.445 1.163
I 0.579 -1.543 6.760
C 1.366 -1.102 4.915
C 2.279 -0.125 4.608
N 2.535 -0.213 3.285
N 1.757 -1.161 2.742
C 1.063 -1.742 3.703
H 2.770 0.609 5.222
H 2.849 0.541 2.681
H 0.395 -2.558 3.484
N -0.298 -1.999 -0.533
C -0.779 -3.052 -0.031
C -1.220 -3.201 1.405
C -0.873 -4.311 2.174
C -1.272 -4.413 3.503
C -2.045 -3.412 4.076
C -2.404 -2.304 3.316
C -1.991 -2.198 1.995
C -0.977 -4.243 -0.933
C -0.193 -4.343 -2.082
C -0.368 -5.394 -2.967
C -1.334 -6.363 -2.720
C -2.124 -6.269 -1.585
C -1.944 -5.216 -0.695
H -0.287 -5.104 1.726
H -0.984 -5.279 4.087
H -2.366 -3.495 5.107
H -3.014 -1.523 3.753
H -2.265 -1.337 1.398
H 0.541 -3.569 -2.262
H 0.251 -5.461 -3.853
H -1.470 -7.186 -3.411
H -2.886 -7.013 -1.390
H -2.577 -5.145 0.180

Values from the calculation:
Relative energy (zero: lowest compared OMol25 entry of this formula, charge and spin), kcal per mole: 0.00
HOMO energy, eV: -6.371
Multiplicity: 1
E_LUMO, eV: 0.103
Energy, eV: -98146.026

=====

4.
Formula: C38H49BN8PS3V
Source: the OMol25 dataset
Level of theory: ωB97M-V/def2-TZVPD

Geometry (Å):
V -0.160 0.798 0.146
C -3.275 -3.012 -0.791
C -2.168 -4.063 -0.751
C -1.426 -4.162 -2.083
C -2.772 -5.421 -0.416
N -1.194 -3.691 0.343
C -0.938 -4.459 1.462
C -0.036 -3.792 2.214
N 0.266 -2.614 1.570
B 1.191 -1.559 2.228
N 0.357 -0.666 3.212
C 0.804 -0.448 4.498
C -0.192 0.140 5.193
N -1.265 0.292 4.336
C -0.894 -0.182 3.132
S -1.788 -0.155 1.640
C -2.616 0.823 4.748
C -3.670 -0.237 4.434
C -2.605 1.081 6.251
C -2.892 2.133 4.018
N 2.094 -0.740 1.248
C 3.450 -0.999 1.244
C 4.062 0.043 0.651
N 3.082 0.948 0.280
C 1.879 0.446 0.628
S 0.031 2.344 1.762
C 3.487 2.361 -0.081
C 3.819 3.057 1.237
C 4.712 2.299 -0.993
C 2.390 3.120 -0.804
C -0.452 -2.573 0.445
S -0.333 -1.323 -0.757
H -4.008 -3.305 -1.542
H -2.892 -2.029 -1.062
H -3.781 -2.944 0.173
H -2.105 -4.582 -2.825
H -0.563 -4.825 -2.001
H -1.094 -3.193 -2.449
H -3.482 -5.671 -1.202
H -3.319 -5.409 0.527
H -2.018 -6.209 -0.391
H -1.400 -5.412 1.630
H 0.424 -4.062 3.148
H 1.940 -2.172 2.930
H 1.782 -0.757 4.819
H -0.225 0.434 6.223
H -3.432 -1.177 4.931
H -3.769 -0.418 3.365
H -4.635 0.108 4.803
H -2.418 0.171 6.821
H -3.590 1.450 6.530
H -1.880 1.845 6.535
H -2.976 1.979 2.945
H -2.106 2.862 4.220
H -3.838 2.541 4.374
H 3.860 -1.886 1.692
H 5.106 0.220 0.478
H 4.599 2.523 1.781
H 2.935 3.130 1.872
H 4.178 4.066 1.033
H 5.613 1.976 -0.474
H 4.909 3.302 -1.369
H 4.533 1.645 -1.847
H 1.489 3.212 -0.205
H 2.169 2.677 -1.770
H 2.754 4.131 -0.988
N -0.232 2.344 -2.774
P 0.300 0.794 -2.452
C -0.735 -0.243 -3.511
C -0.199 -1.200 -4.369
C -1.045 -1.958 -5.168
C -2.417 -1.769 -5.104
C -2.955 -0.820 -4.240
C -2.118 -0.059 -3.445
C 1.968 0.553 -3.099
C 2.726 -0.516 -2.626
C 3.951 -0.804 -3.210
C 4.423 -0.022 -4.256
C 3.677 1.055 -4.717
C 2.447 1.341 -4.145
C -0.773 3.055 -1.708
C -0.965 4.383 -1.700
C -1.441 5.042 -0.502
C -1.607 4.351 0.623
C -1.411 2.880 0.657
N -1.060 2.225 -0.613
H -0.462 2.661 -3.704
H 0.871 -1.348 -4.426
H -0.628 -2.689 -5.847
H -3.071 -2.355 -5.735
H -4.026 -0.671 -4.198
H -2.539 0.684 -2.776
H 2.353 -1.134 -1.817
H 4.536 -1.641 -2.852
H 5.377 -0.251 -4.713
H 4.047 1.666 -5.529
H 1.869 2.180 -4.510
H -0.715 4.956 -2.581
H -1.635 6.105 -0.530
H -1.927 4.804 1.551
H -2.291 2.394 1.076

Values from the calculation:
HOMO energy, eV: -12.616
Multiplicity: 1
E_LUMO, eV: -6.574
Energy, eV: -120272.258
Total charge: +2